*a*
Computed, not measured: a 2-piece molecular cluster, C3H6IN2 overall, with ωB97M-V/def2-TZVPD.

```
12
Properties=species:S:1:pos:R:3:mulliken_charge:R:1
C -1.1357 1.2794 1.1603 -0.3238
C -1.5952 1.1703 -1.2242 -0.7353
C 0.9766 -1.5655 0.4005 -0.1438
N -1.4580 1.3783 0.0231 0.1082
N 2.2191 -1.1467 0.3373 -0.2775
I -0.2723 -1.5775 -1.2050 0.3763
H -1.2763 1.8594 2.0388 0.3096
H -2.5220 0.7665 -1.5912 0.3932
H -0.9461 1.6882 -1.9106 0.3423
H 0.5808 -1.9068 1.3470 0.4410
H 2.6290 -0.8513 -0.5413 0.2400
H 2.8000 -1.0944 1.1651 0.2697
```

2S+1: 1
Kohn-Sham gap (spin up / spin down): 6.56 / 6.56 eV
net charge: +1

---

*b*
Computed, not measured: an isolated ion of composition C3H6IN2 and charge +1, with ωB97M-V/def2-TZVPD.

```
12
Properties=species:S:1:pos:R:3:mulliken_charge:R:1
H 0.8983 -3.0166 0.1739 0.2900
N 0.5117 -2.3003 -0.3986 -0.5099
C 0.8603 -1.1183 -0.2345 0.3102
C 0.4658 0.2962 -0.6666 -0.4943
N -0.7895 0.8612 -0.0889 -0.3621
C 1.7492 -0.2271 0.5785 -0.4546
I 3.7065 0.0352 0.0044 0.2356
H 0.6141 0.9531 -1.4495 0.4502
H -1.2951 0.0718 0.4340 0.4085
H -1.4726 1.1545 -0.7065 0.3174
H -0.5829 1.6185 0.6353 0.3855
H 1.5082 -0.1819 1.6316 0.4234
```

2S+1: 1
Kohn-Sham gap: 9.04 eV
net charge: +1

---

The energetic minimum among the shown structures is *b*; the next structure lies 0.055 eV above.